A structure of composition C41H35ClN2PtSi2, computed with ωB97M-V/def2-TZVPD.

The HOMO energy (alpha / beta) is -12.05 / -12.05 eV. The energy relative to the best compared isomer or geometry (same formula, charge and spin) comes out at 24.45 kcal per mole. The lowest unoccupied orbital energy (alpha / beta) comes out at -6.839 / -9.786 eV. Its multiplicity is 5. Its total charge is +2. The largest force on an atom is 0.0860 Eh/bohr. The value obtained for the HOMO-LUMO gap (alpha / beta) is 5.2 / 2.3 eV.

Each line ends with the Mulliken charge.
Geometry (Å):
Pt  -0.57144  -0.26107  3.30214  0.917
Cl  1.50176  0.35103  -0.04136  -0.334
Si  2.75576  0.14243  -5.38006  0.353
Si  -0.47204  -0.05437  0.83024  0.258
N  -0.10074  1.38743  4.49084  -0.072
N  1.15296  -0.89237  4.29194  0.106
C  2.67476  -0.32827  6.06714  0.625
C  1.77506  -2.08317  4.08574  -0.027
C  -1.99714  -4.02847  -1.15606  -0.546
C  3.06886  0.61283  7.03894  -0.958
C  -0.04434  -2.54307  -6.85816  -0.749
C  3.31826  -1.56087  5.88884  -0.608
C  2.87186  -2.43937  4.88704  -0.962
C  0.59306  1.99093  -5.18866  -0.069
C  -2.05884  -1.63117  -0.96406  -0.173
C  -0.92494  -4.05887  -0.27286  -0.588
C  0.47476  -3.77947  -6.49816  -0.426
C  -0.13774  3.11563  -5.53956  -0.529
C  -0.98514  -1.63957  -0.07006  0.700
C  -2.56354  -2.80947  -1.49846  -0.764
C  -1.95704  -2.07037  3.32874  -0.326
C  -2.73854  -0.91847  3.07474  -0.695
C  -1.39184  -1.93277  4.61604  -0.920
C  1.58716  -0.02807  5.23684  0.521
C  2.39326  1.84683  7.14234  -0.936
C  -3.18614  3.23213  -1.17186  -0.580
C  1.76096  1.64843  -5.87596  0.193
C  2.34106  -2.68207  -5.45526  -0.500
C  1.44066  3.59443  -7.28496  -0.616
C  0.92576  1.17413  5.34184  0.358
C  -0.77614  2.56803  4.48024  -0.095
C  -2.65434  -0.07327  4.20424  -0.773
C  1.66856  -3.84767  -5.79476  -0.624
C  1.83686  -1.42977  -5.81276  0.334
C  -1.53384  1.29773  0.02014  0.214
C  -1.96714  2.89893  -1.74936  -0.571
C  -0.42254  3.57503  5.39274  -0.942
C  -0.43304  -2.87927  0.26384  -0.539
C  1.32106  2.13823  6.27714  0.674
C  -3.58494  2.60093  -0.00276  -0.949
C  0.62466  3.35523  6.30274  -0.607
C  -1.15564  1.94063  -1.16076  -0.278
C  -1.81984  -0.70017  5.16134  -0.286
C  2.16916  2.46733  -6.93086  -0.411
C  -2.76244  1.64693  0.58264  0.251
C  0.28616  3.92063  -6.58836  -0.532
C  0.63086  -1.38097  -6.51766  0.039
H  -1.65054  3.38783  -2.66216  0.366
H  -0.20794  1.69083  -1.62066  0.384
H  -1.80114  -2.88447  2.64174  0.680
H  4.06956  0.21983  -6.07556  -0.175
H  3.89756  0.40183  7.70324  0.462
H  -2.50024  -0.68757  -1.26086  0.362
H  -3.30354  -0.73107  2.17864  0.846
H  -0.97764  -2.48537  -7.40316  0.392
H  -0.46904  -5.00507  -0.00856  0.456
H  3.36396  -3.39217  4.74224  0.465
H  -2.38644  -4.94817  -1.57396  0.440
H  2.71116  2.56883  7.88504  0.463
H  -3.82054  3.97913  -1.63196  0.416
H  3.26836  -2.75057  -4.89886  0.353
H  0.24336  1.36563  -4.37596  0.524
H  -0.74224  -2.64387  5.09824  0.500
H  -3.39284  -2.77417  -2.19406  0.447
H  -4.53434  2.85353  0.45334  0.438
H  2.07426  -4.80867  -5.50696  0.393
H  1.40606  -2.76357  3.32954  0.432
H  -0.05244  -4.68697  -6.76216  0.410
H  0.40726  -2.92147  0.94494  0.403
H  -0.96314  4.51313  5.40194  0.447
H  4.15946  -1.83907  6.51174  0.496
H  -0.28474  4.79783  -6.86406  0.390
H  -1.59434  2.71983  3.78994  0.527
H  -3.07444  1.17093  1.50494  0.237
H  -1.56164  -0.31077  6.13234  0.487
H  3.02646  0.12053  -3.91666  -0.194
H  0.89156  4.12993  7.01114  0.493
H  -3.13974  0.88193  4.31784  0.647
H  3.06456  2.22073  -7.48886  0.337
H  1.77196  4.21573  -8.10686  0.384
H  -1.04024  3.36453  -4.99646  0.349
H  0.20756  -0.42307  -6.79486  0.385